[1]
Density functional theory data (the ωB97M-V functional and the def2-TZVPD basis) for the ion C8H17N2 with charge +1 in a non-equilibrium geometry.

Positions of all 27 atoms, in Å:
C 1.8271 -1.7045 0.1884
C -0.0154 -0.1232 0.6138
C 2.9700 0.4537 0.3517
C 3.7976 1.2873 -0.2208
C -1.2123 0.0339 -1.5396
C -1.8910 1.5548 0.3485
C -2.2872 -0.9972 0.4581
C -1.3348 0.0932 -0.0072
N 0.6235 -1.3722 0.4097
N 2.8158 -0.9161 -0.0020
H 2.1307 -2.7685 0.0422
H -0.2134 -0.0431 1.6817
H 2.6279 0.7027 1.2885
H 4.2831 1.2311 -1.1466
H 4.1421 2.2334 0.1837
H 0.7556 0.6999 0.2243
H -0.4867 -0.7246 -1.8435
H -0.6266 0.9442 -1.7372
H -2.2037 -0.0246 -1.9584
H -2.7377 1.6393 -0.3033
H -2.0746 1.5719 1.4813
H -1.2994 2.3788 -0.0005
H -2.8932 -1.3391 -0.4228
H -2.9479 -0.7908 1.2321
H -1.7312 -1.8841 0.9205
H 0.0811 -2.1888 0.9243
H 3.7501 -1.3599 -0.0752

As for the SMILES: C=C/[NH+]=C\NCC(C)(C)C. The frontier orbital gap comes out at 10.71 eV. As for the energy relative to the best compared isomer or geometry (same formula, charge and spin): 265.53 kJ/mol. The total charge is +1.

[2]
Density functional theory data (the ωB97M-V functional and the def2-TZVPD basis) for a cluster of 3 separate species, C23H47N2O4PS in total in a non-equilibrium geometry.

Positions of all 78 atoms, in Å:
O -4.1866 0.5166 -6.4377
C -3.3420 1.3818 -6.2571
O -2.1228 1.3923 -6.8446
C -1.2033 0.4142 -6.3259
C -0.2845 1.0176 -5.2722
C -0.7186 0.5857 -3.8717
C -0.0420 1.3727 -2.7779
P -0.7099 1.0104 -1.0718
S -2.6840 0.2807 -1.2750
H -3.5518 2.2432 -5.6162
H -1.7877 -0.3837 -5.8858
H -0.6607 -0.0189 -7.1500
H -0.3246 2.0921 -5.3574
H 0.7260 0.6879 -5.4729
H -1.7875 0.7284 -3.8153
H -0.5084 -0.4705 -3.7825
H 1.0036 1.1105 -2.7053
H -0.0778 2.4342 -2.9832
H -0.9342 2.2951 -0.5422
H -3.5227 1.3266 -1.2354
C 0.7542 4.5081 3.9883
C 1.4235 3.2550 3.3951
C 2.8200 3.0787 3.9845
C 3.7978 4.1507 3.5077
C 3.8462 4.2096 1.9803
C 2.4768 4.2867 1.2989
N 1.5091 3.3261 1.9076
O 1.6447 2.1494 1.4034
C 1.9204 5.7214 1.3537
C 2.6426 3.9556 -0.1790
C 0.5363 2.0797 3.7829
H 0.4807 4.3151 5.0248
H 1.3940 5.3862 4.0060
H -0.1571 4.7573 3.4441
H 3.2079 2.0945 3.7052
H 2.7491 3.0887 5.0739
H 3.5337 5.1278 3.9204
H 4.7952 3.9248 3.8884
H 4.4414 5.0675 1.6623
H 4.3697 3.3194 1.6194
H 0.9050 5.7512 0.9569
H 2.5350 6.3792 0.7400
H 1.9093 6.1547 2.3504
H 3.1394 3.0002 -0.3322
H 3.2515 4.7261 -0.6497
H 1.6773 3.9253 -0.6868
H -0.4609 2.1880 3.3542
H 0.4396 2.0473 4.8671
H 0.9460 1.1265 3.4565
C -1.7999 -4.2749 2.4299
C -1.3436 -3.5192 1.1681
C -2.5217 -3.3284 0.2183
C -2.9880 -4.6398 -0.4119
C -1.8296 -5.3604 -1.1039
C -0.5655 -5.5071 -0.2519
N -0.2419 -4.2378 0.4639
O 0.4229 -3.4352 -0.2920
C -0.7137 -6.6688 0.7479
C 0.5997 -5.8801 -1.1593
C -0.8335 -2.1676 1.6520
H -2.4112 -3.6146 3.0437
H -2.4137 -5.1486 2.2271
H -0.9432 -4.5875 3.0276
H -2.2380 -2.6343 -0.5764
H -3.3482 -2.8590 0.7552
H -3.4489 -5.2882 0.3381
H -3.7679 -4.4303 -1.1463
H -2.1506 -6.3534 -1.4247
H -1.5778 -4.8081 -2.0143
H 0.1459 -6.7056 1.4178
H -0.7554 -7.6154 0.2100
H -1.6153 -6.6203 1.3529
H 0.7205 -5.1779 -1.9808
H 0.4147 -6.8643 -1.5878
H 1.5363 -5.9193 -0.6029
H 0.0180 -2.2927 2.3228
H -1.6281 -1.6616 2.1987
H -0.5309 -1.5176 0.8336

The frontier orbital gap (alpha / beta) comes out at 8.53 / 8.77 eV. As for the multiplicity: 3. As for the energy relative to the best compared isomer or geometry (same formula, charge and spin): 48.34 kJ/mol. The total charge is 0.

[3]
Density functional theory data (the ωB97M-V functional and the def2-TZVPD basis) for a cluster of 20 separate species, C60H167N7O27 in total in a non-equilibrium geometry.

Positions of all 261 atoms, in Å:
C -1.7742 -5.7698 -2.1672
O -0.4375 -5.1938 -2.4333
H -2.4029 -5.8037 -3.0576
H -1.6117 -6.8045 -1.7688
H -2.2531 -5.1776 -1.3540
H -0.5081 -4.2269 -2.5107
C 3.8536 -1.2121 0.3790
O 2.6410 -1.7032 0.8573
H 4.6226 -0.9757 1.1459
H 4.3018 -1.8681 -0.3672
H 3.6430 -0.3275 -0.2529
H 2.7686 -2.6765 0.9698
C -1.9085 3.6632 1.3350
O -0.6316 3.0809 1.1045
H -2.1354 3.4716 2.3395
H -1.9890 4.7222 1.1045
H -2.6578 3.1699 0.6580
H -0.5692 2.8238 0.1582
C -0.9740 5.9089 -4.3409
O 0.0006 5.0504 -4.8221
H -0.5464 6.6031 -3.5919
H -1.4993 6.5374 -5.1167
H -1.6932 5.3076 -3.8012
H 0.9173 5.4406 -4.9897
C -6.2561 -0.5994 3.8448
O -5.3041 -0.2231 4.7529
H -6.9171 0.2755 3.6680
H -5.7484 -0.8847 2.9128
H -6.9251 -1.4504 4.1752
H -5.7686 -0.0408 5.6035
C 3.5487 1.9892 -3.7333
O 3.6117 1.1605 -2.5311
H 3.9846 1.4167 -4.5169
H 2.5229 2.1643 -3.9427
H 4.0169 2.9211 -3.5396
H 4.4680 0.6413 -2.5841
C 2.2291 3.7150 -0.7782
O 3.3965 3.0698 -0.3742
H 1.4139 3.0197 -1.0378
H 1.9084 4.3470 0.0372
H 2.3917 4.3625 -1.6408
H 3.5238 2.3348 -0.9881
C -5.9356 0.6006 8.5222
O -6.0041 -0.5310 7.6951
H -4.9377 1.0192 8.5583
H -6.6471 1.3990 8.1822
H -6.1469 0.3493 9.5459
H -5.3593 -1.2289 7.8740
C 2.0826 4.7287 3.0068
O 2.7164 3.8117 3.8493
C 3.1695 2.6555 3.1747
C 2.1296 1.5585 3.1406
N 1.6284 1.2021 4.4138
C 2.2563 0.2566 5.3058
C 2.0545 -1.1805 4.8372
O 2.4990 -2.1758 5.7153
C 3.9387 -2.1689 5.8338
H 2.8441 5.2996 2.4217
H 1.5511 5.5057 3.6130
H 1.3707 4.2572 2.3079
H 4.1349 2.4277 3.6700
H 3.4624 2.8753 2.1544
H 2.5185 0.6326 2.6181
H 1.3181 1.9700 2.5669
H 1.4456 2.0023 4.9903
H 1.8467 0.4401 6.2962
H 3.3580 0.4262 5.3580
H 2.5837 -1.2632 3.8853
H 0.9688 -1.3219 4.6704
H 4.2393 -1.2826 6.4339
H 4.4581 -2.0965 4.8868
H 4.2708 -3.0449 6.4392
C 7.2812 -2.5035 -0.0456
O 7.1812 -2.2028 -1.4273
C 7.3945 -0.8509 -1.8077
C 6.8844 -0.6732 -3.2400
N 5.4461 -0.9327 -3.3256
C 4.9995 -1.3779 -4.6293
C 3.5132 -1.5867 -4.8053
O 3.1720 -2.8956 -4.3864
C 1.7758 -3.1581 -4.4210
H 6.8344 -3.4709 0.2004
H 6.7316 -1.7442 0.5579
H 8.2782 -2.4696 0.4024
H 8.4935 -0.6334 -1.7970
H 6.8574 -0.1470 -1.1224
H 7.4267 -1.3959 -3.9125
H 7.1179 0.3666 -3.4715
H 5.2515 -1.7491 -2.7388
H 5.6908 -2.2082 -4.9436
H 5.2361 -0.5478 -5.3325
H 3.1503 -1.4568 -5.8451
H 2.9650 -0.7965 -4.2724
H 1.6258 -4.2019 -4.1232
H 1.4897 -2.9944 -5.4896
H 1.1524 -2.4816 -3.7460
C 5.2392 -4.7004 -1.7540
O 4.2853 -5.4077 -1.0170
C 2.9562 -4.9961 -1.2467
C 2.2416 -5.2747 0.0509
N 2.8013 -4.4493 1.1210
C 2.4623 -4.9476 2.4684
C 3.6992 -5.3011 3.2960
O 4.5348 -4.1043 3.2530
C 5.8668 -4.3858 3.6950
H 5.3452 -5.0216 -2.8125
H 6.1814 -4.8479 -1.2289
H 5.0701 -3.5922 -1.7781
H 2.5592 -5.5837 -2.0199
H 2.9693 -4.0020 -1.5322
H 2.4065 -6.3286 0.3034
H 1.1826 -4.9847 -0.1556
H 3.8172 -4.4199 1.0034
H 1.7704 -5.7852 2.4941
H 1.9444 -4.2214 3.0643
H 4.3263 -6.0609 2.8060
H 3.4338 -5.4163 4.3122
H 6.5066 -3.5172 3.4373
H 6.2900 -5.2719 3.1735
H 5.8802 -4.6223 4.7763
C -9.0752 -0.3295 -4.2699
O -8.2498 -0.1120 -3.2000
C -8.7911 -0.6573 -1.9653
C -8.5431 0.3290 -0.8563
N -7.1207 0.6731 -0.8027
C -7.0582 1.9545 -0.0299
C -5.6159 2.3477 0.3350
O -4.8927 2.4409 -0.8620
C -4.1305 1.2485 -1.1721
H -10.1027 0.0017 -4.1582
H -9.0103 -1.4406 -4.6188
H -8.6903 0.1831 -5.1403
H -8.3068 -1.5994 -1.7495
H -9.8439 -0.7968 -2.1395
H -8.7382 -0.1498 0.1281
H -9.1921 1.2330 -0.9348
H -6.8068 0.9623 -1.7461
H -7.5634 1.8349 0.9376
H -7.4821 2.8250 -0.5372
H -5.1249 1.5553 0.9141
H -5.7112 3.2989 0.8740
H -3.6444 1.3088 -2.1323
H -4.8092 0.4102 -1.1515
H -3.3255 1.1008 -0.4372
C -2.3329 -11.2834 3.3048
O -2.6548 -9.9377 3.2044
C -2.4903 -9.1360 4.3437
C -2.8566 -7.7402 4.0161
N -1.8143 -7.1773 3.1707
C -2.0810 -5.9007 2.3482
C -2.5038 -4.7321 3.1276
O -3.9019 -4.8596 3.4120
C -4.5472 -3.8134 4.1170
H -1.2242 -11.3830 3.4099
H -2.5986 -11.7784 2.4341
H -2.8319 -11.8473 4.1534
H -1.3778 -9.2170 4.5795
H -2.9625 -9.5980 5.2470
H -2.8533 -7.0819 4.9193
H -3.9174 -7.7011 3.6242
H -1.5883 -7.8499 2.4734
H -2.8455 -6.0752 1.5860
H -1.1459 -5.6019 1.8139
H -2.2513 -3.8571 2.4764
H -1.9192 -4.5311 4.0035
H -5.5641 -4.1658 4.1850
H -4.5216 -2.8491 3.5685
H -4.1964 -3.6093 5.1832
C 0.2451 9.7011 -4.1364
O 1.0954 8.7156 -4.6309
C 1.1446 8.4124 -6.0019
C 2.3786 7.5992 -6.1015
N 2.3240 6.2362 -5.4188
C 2.8904 6.2841 -4.0349
C 4.3899 6.3255 -4.0417
O 4.9731 5.4174 -4.9322
C 6.2903 5.7042 -5.4035
H -0.8209 9.3984 -3.9645
H 0.2512 10.6041 -4.7083
H 0.6396 9.9783 -3.1641
H 1.2551 9.3255 -6.6238
H 0.1817 7.9513 -6.4206
H 3.1866 8.1198 -5.5395
H 2.7366 7.4302 -7.1171
H 2.9605 5.5812 -5.8615
H 2.4671 5.4351 -3.5104
H 2.4819 7.2017 -3.5832
H 4.7029 6.1565 -2.9887
H 4.7344 7.3459 -4.2842
H 6.4649 6.7441 -5.5137
H 6.2659 5.1911 -6.4081
H 7.1050 5.2473 -4.7755
C -1.0445 3.1892 -2.2003
O -0.6182 2.0566 -1.4266
C -0.1389 1.0810 -2.3980
C 0.2852 -0.1562 -1.6752
N -0.8013 -0.9787 -1.2414
C -0.4691 -1.9456 -0.1918
C -0.7245 -1.3590 1.2608
O -2.1679 -1.1865 1.2709
C -2.5726 -0.3986 2.4900
H -1.5454 3.8687 -1.5205
H -1.7682 2.9122 -2.9690
H -0.1480 3.6607 -2.6253
H 0.6986 1.5219 -2.9158
H -0.8911 0.9227 -3.1411
H 0.9991 0.1301 -0.8686
H 0.9548 -0.6449 -2.3546
H -1.5676 -0.4454 -0.9325
H 0.5187 -2.2870 -0.4136
H -1.0683 -2.8574 -0.2783
H -0.1476 -0.4398 1.5057
H -0.4061 -2.0893 2.0360
H -3.5699 -0.0806 2.4501
H -1.9119 0.4846 2.5700
H -2.3892 -0.9598 3.4361
C -0.6002 3.8846 4.5921
C -1.6429 2.8870 5.1795
O -1.1086 1.6405 5.5800
H -1.1176 4.7992 4.2659
H -0.1106 3.4719 3.6699
H 0.2310 3.9749 5.2678
H -2.5278 2.7025 4.5652
H -1.9196 3.4313 6.1463
H -0.4706 1.3781 4.9123
C -0.6660 7.9545 -1.0420
C 0.3473 6.8958 -0.6242
O 0.2264 6.7677 0.7893
H -1.6334 7.7677 -0.5699
H -0.8463 7.9565 -2.1589
H -0.1629 8.9144 -0.8799
H 1.3521 7.2461 -0.9404
H 0.2054 5.9451 -1.1002
H 0.7224 5.9474 1.1122
C -0.8347 0.2630 -6.3231
C 0.0147 1.5650 -6.5203
O -0.1951 2.3209 -5.3015
H -0.8928 -0.3070 -7.2285
H -1.7716 0.6659 -6.0204
H -0.4361 -0.2371 -5.4704
H -0.3091 2.0959 -7.4267
H 1.0905 1.3116 -6.6922
H -0.0630 3.2746 -5.3387
C -2.9797 -3.0126 -5.1652
C -2.8213 -2.2332 -3.8421
O -1.6210 -2.6476 -3.2954
H -3.8525 -2.5998 -5.7592
H -3.1030 -4.0363 -4.9023
H -2.1487 -2.8731 -5.8459
H -3.7206 -2.6183 -3.2141
H -2.8557 -1.1167 -3.9037
H -1.4278 -2.0887 -2.5296
C -1.6631 -2.7737 7.3728
C -2.3309 -1.5394 6.8088
O -3.7025 -1.7971 6.6612
H -1.8429 -3.5551 6.6478
H -2.0306 -2.9824 8.3383
H -0.6139 -2.6389 7.4013
H -1.7584 -1.2918 5.8409
H -2.1326 -0.6620 7.4380
H -4.1032 -1.0815 6.0566

The frontier orbital gap comes out at 8.48 eV. The total charge is 0.

Number 1: energy -424.2137 Ha. Number 2: energy -2054.4232 Ha. Number 3: energy -4800.4111 Ha.